The following is a quantum chemistry calculation of a 2-piece molecular cluster, C5H12O overall, from the Open Molecules 2025 dataset.

```
18
Properties=species:S:1:pos:R:3:lowdin_charge:R:1
C 0.47507 -1.56462 0.40059 -0.02
C -0.70267 -0.93851 0.39474 -0.22
C -1.31934 -0.30314 -0.82168 -0.27
C -2.07077 1.01011 -0.59640 -0.12
H 0.85994 -2.07310 1.27756 0.08
H 1.14636 -1.53779 -0.45681 0.08
H -1.31620 -0.97808 1.29571 0.11
H -0.55325 -0.16223 -1.59460 0.11
H -2.02798 -1.03942 -1.21947 0.11
H -2.81007 0.90581 0.20550 0.07
H -2.61024 1.30191 -1.50578 0.07
H -1.39928 1.83446 -0.32844 0.07
C 2.43842 0.81764 0.29561 -0.17
O 1.66940 0.29157 1.34606 -0.17
H 2.76216 1.82682 0.56274 0.07
H 1.90108 0.85795 -0.66542 0.08
H 3.32778 0.19319 0.14108 0.08
H 0.72625 0.31484 1.10373 0.03
```

## Properties
Energy above the lowest of the compared OMol25 structures with the same formula, charge and spin (kJ/mol): 180.1
Max |F| (eV/A): 0.82
Spin multiplicity: 1
Total charge: 0
LUMO (eV): 1.02
Kohn-Sham gap (Ha): 0.371


The following is a quantum chemistry calculation of a 2-piece molecular cluster, C6H17NO3P overall at a distorted geometry, from the Open Molecules 2025 dataset.

```
28
Properties=species:S:1:pos:R:3:lowdin_charge:R:1
C -1.19216 -1.46648 1.16035 0.02
C -0.34988 -2.34674 -1.15646 0.03
C -2.59807 1.26493 -0.16112 -0.04
C -0.31343 2.36681 -0.27095 -0.04
C -0.62501 -1.20288 -0.19051 -0.28
C -1.14406 1.15326 0.21803 -0.36
N -0.57480 0.01820 -0.55311 0.09
O 3.34408 1.26157 0.04438 -0.20
O 4.03005 -1.08682 0.08893 -0.28
O 1.76924 -0.41648 1.16480 -0.25
P 2.70870 -0.21658 -0.27251 0.78
H -0.80559 -0.86372 1.88910 0.05
H -2.22935 -1.10699 1.09255 0.12
H -1.09500 -2.47039 1.50022 0.10
H 0.03862 -1.91148 -2.07526 0.09
H -1.23200 -2.79270 -1.38743 0.06
H 0.43661 -3.10953 -0.77363 0.14
H -2.80462 2.06467 -0.96248 0.12
H -2.97337 0.41641 -0.60325 0.05
H -3.16732 1.73881 0.63999 0.10
H 0.67453 2.39491 0.17630 0.06
H -0.76916 3.36790 0.05242 0.12
H -0.18257 2.44424 -1.38040 0.11
H -0.21251 0.52468 -1.37059 0.16
H -0.97034 0.84444 1.25238 0.13
H 4.20592 1.39374 -0.15034 0.00
H 3.93156 -2.10471 0.07004 0.12
H 2.09995 -0.15905 1.95856 0.00
```

## Properties
Energy above the lowest of the compared OMol25 structures with the same formula, charge and spin (kJ/mol): 9.8
Max |F| (eV/A): 5.72
Spin multiplicity: 1
Total charge: +1
LUMO (eV): -3.39
Kohn-Sham gap (Ha): 0.359


The following is a quantum chemistry calculation of a 2-piece molecular cluster, C7H6ClIO2S overall at a distorted geometry, from the Open Molecules 2025 dataset.

```
18
Properties=species:S:1:pos:R:3:lowdin_charge:R:1
C -0.86729 -2.13290 1.74708 -0.10
C -1.33997 -2.09743 0.46453 -0.08
C 0.05414 -1.21453 2.32105 -0.04
C -1.04026 -0.91668 -0.26937 -0.14
C 0.54054 -0.20101 1.45664 -0.08
C -0.14861 -0.07937 0.24828 -0.08
C -0.07652 1.91142 -1.26416 -0.79
O 2.63698 1.96873 -1.21447 -0.39
O 1.36891 2.87769 -3.11111 -0.36
S 1.50203 1.90361 -2.07539 0.09
Cl 1.49144 0.10958 -2.93706 0.43
I 0.10509 3.33049 0.21911 0.94
H -1.25274 -2.83441 2.40170 0.08
H -2.00349 -2.93588 0.05136 0.14
H 0.22027 -1.20590 3.33322 0.08
H -1.74183 -0.54447 -1.10223 0.13
H 1.47267 0.37082 1.66219 0.12
H -0.92136 1.69022 -1.93137 0.04
```

## Properties
Energy above the lowest of the compared OMol25 structures with the same formula, charge and spin (kJ/mol): 341.8
Max |F| (eV/A): 4.57
Spin multiplicity: 1
Total charge: 0
LUMO (spin up / spin down) (eV): -1.24 / -0.97
Kohn-Sham gap (spin up / spin down) (Ha): 0.284 / 0.294


The following is a quantum chemistry calculation of a 2-piece molecular cluster, C10H16 overall at a distorted geometry, from the Open Molecules 2025 dataset.

```
26
Properties=species:S:1:pos:R:3:lowdin_charge:R:1
C 2.64694 -1.84957 -1.19975 -0.06
C 1.16129 -1.69162 -1.31220 -0.27
C 0.51806 -0.82257 -2.25947 -0.05
C -0.85610 -0.73271 -2.31681 -0.10
C -1.65386 -1.57392 -1.55351 -0.11
C -1.05555 -2.44423 -0.66570 -0.11
C 0.32156 -2.49907 -0.54121 -0.07
H 2.82276 -2.90200 -0.99118 0.08
H 3.01740 -1.10948 -0.48931 0.08
H 3.22867 -1.60807 -2.10181 0.08
H 1.27902 -0.38475 -2.88828 0.10
H -1.29154 -0.01759 -3.00649 0.10
H -2.71586 -1.74611 -1.70295 0.10
H -1.75552 -3.20305 -0.31671 0.10
H 0.66997 -3.16940 0.23007 0.11
C -1.24150 2.30563 3.03589 -0.12
C -0.86999 2.77852 1.61985 -0.30
C 0.39424 2.11123 1.06845 -0.12
H -1.15950 3.03216 3.82898 0.06
H -0.81676 1.31394 3.24354 0.07
H -2.29497 2.04084 3.01119 0.06
H -1.70472 2.58355 0.93836 0.09
H -0.77592 3.87034 1.60658 0.09
H 0.70517 1.28595 1.69851 0.05
H 0.14753 1.68742 0.08610 0.06
H 1.27918 2.74458 0.97787 0.06
```

## Properties
Energy above the lowest of the compared OMol25 structures with the same formula, charge and spin (kJ/mol): 101.4
Max |F| (eV/A): 2.96
Spin multiplicity: 1
Total charge: 0
LUMO (eV): 0.98
Kohn-Sham gap (Ha): 0.366


The following is a quantum chemistry calculation of one molecule with the formula C5H10O2, from the Open Molecules 2025 dataset.

```
17
Properties=species:S:1:pos:R:3:lowdin_charge:R:1
O -1.65163 -1.92172 0.56997 -0.06
C -1.59627 -0.55496 0.21081 -0.25
C -0.17556 -0.06843 0.41317 -0.30
C 0.86153 -0.57708 -0.59056 -0.12
C 1.96991 0.45497 -0.41092 -0.20
O 1.31688 1.68963 -0.13909 -0.13
C -0.02782 1.44593 0.24537 -0.18
H -2.57246 -2.20534 0.52857 0.09
H -1.88842 -0.40405 -0.84269 0.13
H -2.28082 0.04560 0.83266 0.13
H 0.13493 -0.35643 1.42588 0.15
H 1.19374 -1.60138 -0.40371 0.12
H 0.45063 -0.52508 -1.60778 0.13
H 2.60067 0.58166 -1.29702 0.12
H 2.61782 0.18297 0.43654 0.12
H -0.70548 1.81927 -0.54057 0.13
H -0.24766 1.99444 1.16937 0.13
```

## Properties
Energy above the lowest of the compared OMol25 structures with the same formula, charge and spin (kJ/mol): 146.4
Max |F| (eV/A): 0.47
Spin multiplicity: 1
Total charge: 0
LUMO (eV): 0.87
Kohn-Sham gap (Ha): 0.382


The following is a quantum chemistry calculation of a 6-piece molecular cluster, C38H32F2IN9O14P overall at a distorted geometry, from the Open Molecules 2025 dataset.

```
97
Properties=species:S:1:pos:R:3:lowdin_charge:R:1
C -4.78604 3.00242 5.10085 0.10
C -3.49119 2.89531 4.50935 -0.09
C -2.00970 2.91519 3.73332 -0.12
C -1.17555 4.20784 4.30169 -0.07
N -0.46184 4.00345 5.64546 -0.51
I -0.38399 2.37839 6.91094 1.03
C 0.24871 5.35266 5.87585 0.00
C -0.11071 6.33205 4.57345 -0.08
P 0.56719 8.14021 4.33797 0.71
N -0.41740 9.08533 3.46789 -0.20
O 2.13766 7.92808 3.54842 -0.21
O 0.84203 8.77618 5.95974 -0.25
N -1.01779 5.54672 3.61578 -0.03
N -1.49898 6.05528 2.42034 0.07
C -2.97605 5.80095 2.21935 -0.12
O -3.97825 6.35692 2.92026 0.10
F -3.35049 4.78570 1.16892 0.01
C -0.66119 5.65623 1.22606 -0.12
O -0.65682 6.49359 0.15155 0.09
F 0.20814 4.46019 1.11419 0.02
H -5.70387 3.34733 5.77826 0.09
H -2.16333 2.89749 2.57078 0.12
H -1.44912 1.93455 4.05755 0.10
H 0.94888 5.68483 6.75781 0.14
H -0.65146 9.89475 4.10899 0.01
H 2.88196 8.07899 4.20305 0.09
H -0.03862 8.80989 6.47709 0.11
C 3.21500 2.20278 -0.69007 -0.06
C 3.58424 0.92413 -1.11058 -0.06
C 2.67680 -0.13280 -1.01646 0.01
C 1.39480 0.10408 -0.50156 -0.14
C 1.02406 1.38513 -0.07152 0.00
C 1.94114 2.43363 -0.16794 -0.07
N 0.42780 -0.99743 -0.42373 -0.31
O 0.79997 -2.12006 -0.79640 0.06
O -0.70609 -0.74114 0.00599 0.05
H 3.92409 3.02491 -0.77065 0.11
H 4.57938 0.75180 -1.51502 0.11
H 2.97986 -1.12339 -1.34849 0.12
H 0.03412 1.58200 0.33468 0.11
H 1.66186 3.43234 0.16041 0.08
C -2.34962 -3.89158 -2.44085 -0.06
C -3.27478 -4.83739 -2.88545 -0.06
C -3.76196 -5.80674 -2.00659 -0.01
C -3.31727 -5.81691 -0.67733 -0.16
C -2.38273 -4.87335 -0.23033 0.00
C -1.90057 -3.91054 -1.11926 -0.05
N -3.84486 -6.81754 0.25800 -0.32
O -4.65575 -7.64697 -0.18043 0.05
O -3.45273 -6.77318 1.43286 0.06
H -1.97688 -3.13421 -3.12835 0.08
H -3.61885 -4.81706 -3.91732 0.11
H -4.48264 -6.53680 -2.36850 0.12
H -2.02534 -4.87278 0.79729 0.12
H -1.17720 -3.17188 -0.78108 0.07
C -4.69510 1.54090 -4.86265 -0.07
C -3.60082 2.39020 -5.03406 -0.07
C -2.30377 1.90506 -4.85605 0.00
C -2.11305 0.56038 -4.50930 -0.14
C -3.21011 -0.29252 -4.32906 0.01
C -4.50264 0.20481 -4.50706 -0.06
N -0.75112 0.03805 -4.34568 -0.32
O 0.19246 0.82864 -4.49507 0.06
O -0.62262 -1.16383 -4.07181 0.05
H -5.70434 1.92234 -5.00805 0.11
H -3.75896 3.43065 -5.30976 0.11
H -1.46151 2.57967 -4.99339 0.12
H -3.07673 -1.33699 -4.05511 0.10
H -5.36067 -0.45009 -4.37241 0.11
C 8.58513 1.87651 1.75131 -0.06
C 7.39785 1.15209 1.86846 -0.06
C 6.21657 1.79920 2.23617 0.00
C 6.23486 3.17926 2.48089 -0.15
C 7.42693 3.90758 2.37152 0.00
C 8.60256 3.24892 2.00584 -0.06
N 4.99126 3.86980 2.84297 -0.33
O 3.96125 3.18734 2.94805 0.04
O 5.04151 5.09562 3.01868 0.05
H 9.50253 1.36855 1.45883 0.11
H 7.39257 0.08246 1.66990 0.11
H 5.29955 1.22051 2.32306 0.12
H 7.45643 4.97813 2.56339 0.12
H 9.53244 3.80603 1.91529 0.11
C -1.03703 -8.39471 -2.38059 -0.07
C 0.18184 -8.74772 -2.96187 -0.07
C 0.27715 -9.90217 -3.74134 0.00
C -0.86077 -10.69698 -3.93676 -0.14
C -2.08382 -10.34908 -3.34805 0.01
C -2.16615 -9.19374 -2.56825 -0.06
N -0.77310 -11.89802 -4.77598 -0.33
O 0.33096 -12.18245 -5.26369 0.06
O -1.80837 -12.55622 -4.95215 0.06
H -1.10776 -7.49060 -1.77827 0.10
H 1.05776 -8.12068 -2.80978 0.11
H 1.23420 -10.16352 -4.18753 0.12
H -2.97362 -10.95948 -3.48738 0.12
H -3.11180 -8.91351 -2.10949 0.09
```

## Properties
Max |F| (eV/A): 10.78
Spin multiplicity: 1
Total charge: +1
LUMO (eV): -5.55
Kohn-Sham gap (Ha): 0.194


Among the records above, which one has the lowest max |F|?
C5H10O2


total charge of number 2 (C6H17NO3P)?
+1